Record 1
The following is a DFT calculation (ωB97M-V/def2-TZVPD) of a molecular structure, C16H27IrN3.

total charge = +1
orbital gap (alpha / beta) = 7.3 / 7.3 eV
highest occupied orbital energy (alpha / beta) = -10.44 / -10.44 eV

Each line ends with the natural charge from an NBO analysis.
CARTESIAN COORDINATES (ANGSTROEM)
1 Ir 0.243 -0.120 -0.789  0.642
2 N 1.680 0.113 -2.585  -0.660
3 N -0.510 -1.508 -2.283  -0.611
4 N -0.627 1.352 -2.146  -0.619
5 C 0.403 -0.180 2.146  -0.173
6 C -0.516 -0.214 0.901  -0.293
7 C 1.639 1.513 -3.100  -0.241
8 C -1.224 0.669 -3.320  -0.251
9 C 1.329 1.054 2.087  -0.585
10 C -1.268 1.018 3.601  -0.165
11 C -2.117 0.101 5.652  -0.206
12 C -2.085 1.123 4.713  -0.218
13 C 1.308 -1.424 2.130  -0.596
14 C -1.570 -0.794 -3.032  -0.243
15 C 0.449 2.295 -2.514  -0.234
16 C -1.330 -1.022 5.460  -0.195
17 C 1.487 -0.939 -3.621  -0.238
18 C 0.600 -2.059 -3.089  -0.238
19 C -0.464 -0.105 3.397  -0.040
20 C -0.513 -1.125 4.340  -0.212
21 H 0.730 -2.348 2.113  0.217
22 H 1.054 -0.482 -4.509  0.200
23 H 2.560 2.029 -2.830  0.233
24 H -2.695 2.006 4.850  0.218
25 H 1.608 1.491 -4.190  0.202
26 H 1.997 1.061 2.950  0.225
27 H -0.525 0.749 -4.149  0.202
28 H 0.738 2.805 -1.597  0.228
29 H 2.446 -1.358 -3.931  0.227
30 H 0.105 3.047 -3.232  0.205
31 H 0.226 -2.669 -3.918  0.209
32 H -1.261 1.827 2.880  0.195
33 H 2.587 -0.033 -2.159  0.409
34 H 1.932 -1.403 1.234  0.206
35 H -1.346 -1.826 6.184  0.220
36 H 1.961 -1.438 3.003  0.223
37 H 1.168 -2.705 -2.420  0.226
38 H 1.935 1.022 1.176  0.196
39 H -1.571 -0.291 1.184  0.180
40 H -2.751 0.181 6.524  0.222
41 H 0.092 -2.013 4.225  0.215
42 H -2.467 -0.837 -2.416  0.227
43 H -0.943 -2.267 -1.771  0.418
44 H -1.787 -1.309 -3.973  0.213
45 H -1.348 1.838 -1.625  0.416
46 H -2.129 1.192 -3.636  0.231
47 H 0.767 1.986 2.087  0.214

---

Record 2
The following is a DFT calculation (ωB97M-V/def2-TZVPD) of 3 unconnected molecules or ions with the total composition C20H39BrN3O2S in a non-equilibrium geometry.

total charge = +1
orbital gap = 4.6 eV
highest occupied orbital energy = -10.03 eV

Each line ends with the natural charge from an NBO analysis.
CARTESIAN COORDINATES (ANGSTROEM)
1 Br 4.510 0.754 3.431  0.277
2 S 2.419 -2.050 1.621  -0.030
3 O -2.649 -1.501 4.974  -0.682
4 O -3.253 -0.721 2.772  -0.514
5 N 1.522 0.184 4.032  -0.518
6 N -0.267 4.251 -0.635  -0.452
7 N 1.076 -2.988 -2.874  -0.460
8 C 1.040 -1.525 -2.866  -0.216
9 C 1.118 -3.305 -5.409  -0.636
10 C -1.414 -3.373 -3.313  -0.639
11 C 2.779 -0.249 3.684  0.366
12 C -2.252 -1.068 3.623  0.756
13 C -0.165 -3.668 -2.491  -0.215
14 C -1.980 6.019 0.057  -0.638
15 C 0.390 -5.066 4.232  -0.173
16 C 1.755 -3.547 -4.047  -0.210
17 C 2.681 -1.888 3.491  -0.406
18 C 0.592 -0.913 -1.541  -0.613
19 C -0.722 -1.015 3.028  -0.547
20 C 0.036 3.519 0.598  -0.206
21 C 1.417 -2.196 4.488  -0.258
22 C -0.587 5.669 -0.453  -0.221
23 C -1.235 4.118 -2.951  -0.617
24 C -1.127 3.507 -1.557  -0.214
25 C 0.693 -3.702 4.412  -0.119
26 C -1.124 3.209 1.535  -0.628
27 C 0.456 -0.907 4.164  -0.052
28 H 0.244 -3.940 -5.566  0.204
29 H 1.221 -1.262 -0.715  0.187
30 H 2.774 -3.137 -4.073  0.190
31 H 1.357 1.207 4.214  0.466
32 H -1.991 2.789 1.011  0.221
33 H -0.550 -2.002 2.389  0.294
34 H 0.506 2.566 0.316  0.178
35 H 0.402 -1.133 -3.665  0.168
36 H 0.831 -2.258 -5.562  0.205
37 H -0.439 6.182 -1.411  0.201
38 H -0.706 -0.128 2.232  0.301
39 H 1.835 -3.564 -6.195  0.218
40 H -1.534 -2.310 -3.534  0.205
41 H -2.766 5.440 -0.432  0.207
42 H 0.810 4.054 1.159  0.187
43 H -0.716 2.498 -1.686  0.190
44 H 0.156 6.129 0.212  0.196
45 H -2.137 3.382 -1.152  0.162
46 H -1.820 3.461 -3.602  0.218
47 H -0.804 2.472 2.278  0.170
48 H -2.304 -3.688 -2.758  0.215
49 H 2.052 -1.147 -3.061  0.199
50 H -0.244 4.240 -3.403  0.213
51 H 1.783 -2.157 5.614  0.280
52 H 0.361 -6.259 4.264  0.320
53 H 1.563 -3.136 1.334  0.209
54 H -0.005 -0.664 5.214  0.235
55 H -0.450 -1.154 -1.311  0.205
56 H -2.191 7.076 -0.140  0.221
57 H -1.441 4.093 2.093  0.211
58 H -1.419 -3.922 -4.258  0.210
59 H 3.623 -2.546 3.716  0.300
60 H -1.731 5.093 -2.933  0.207
61 H 0.676 0.177 -1.587  0.215
62 H -2.067 5.873 1.136  0.198
63 H -0.383 -3.424 -1.444  0.176
64 H 1.893 -4.625 -3.908  0.196
65 H -2.097 -1.069 5.692  0.488
66 H 0.001 -4.753 -2.482  0.201

---

Record 3
The following is a DFT calculation (ωB97M-V/def2-TZVPD) of 2 unconnected molecules or ions with the total composition C2H5N2O2 in a non-equilibrium geometry.

total charge = -1
orbital gap = 9.0 eV
highest occupied orbital energy = -4.62 eV

Each line ends with the natural charge from an NBO analysis.
CARTESIAN COORDINATES (ANGSTROEM)
1 O -1.973 0.705 0.896  -0.763
2 O 0.051 1.372 1.450  -0.825
3 N 0.546 -1.762 -1.811  -0.763
4 N 0.699 -1.071 0.468  -0.879
5 C 0.922 -0.950 -0.877  0.306
6 C -1.126 1.617 1.016  0.609
7 H 0.487 -1.157 -2.628  0.318
8 H -1.307 2.706 0.952  0.037
9 H 0.699 -0.174 0.997  0.442
10 H 1.261 0.050 -1.191  0.118
11 H -0.258 -1.337 0.729  0.401

---

Record 4
The following is a DFT calculation (ωB97M-V/def2-TZVPD) of a molecular structure, C27H32AsN2O3S2W in a non-equilibrium geometry.

total charge = +3
spin multiplicity = 3
orbital gap (alpha / beta) = 7.4 / 7.0 eV
highest occupied orbital energy (alpha / beta) = -16.86 / -17.30 eV
<S²> = 2.024

Each line ends with the Löwdin spin population.
CARTESIAN COORDINATES (ANGSTROEM)
1 W 0.408 0.534 -0.058  1.551
2 As -1.482 -1.544 2.880  0.011
3 S 0.368 -1.068 1.830  -0.005
4 S 2.694 -1.255 -0.216  0.007
5 O 0.670 0.596 -2.177  0.011
6 O 2.647 0.254 0.135  0.066
7 O 3.805 -1.518 -1.298  0.002
8 N 1.276 -1.201 -1.090  -0.005
9 N -1.469 -0.189 -0.676  0.009
10 C 2.867 2.659 2.600  0.008
11 C -5.456 -2.622 -1.699  0.000
12 C -0.648 2.257 1.118  0.009
13 C 2.984 1.403 3.461  0.002
14 C -1.081 -1.453 4.740  0.000
15 C 0.845 2.944 -0.624  0.003
16 C 4.726 -1.532 -3.477  0.000
17 C 3.648 -1.249 -2.677  0.001
18 C 3.464 -0.625 -5.351  0.000
19 C -0.487 2.708 -0.204  0.011
20 C 2.402 -0.328 -4.521  0.001
21 C -4.021 -2.994 -3.620  -0.001
22 C 2.475 -0.672 -3.165  0.002
23 C -4.475 -1.857 -1.101  0.010
24 C -3.264 -1.668 -1.781  0.008
25 C 4.609 -1.225 -4.830  0.002
26 C 0.487 2.068 1.925  0.000
27 C 1.439 -0.417 -2.214  0.008
28 C 1.768 2.586 1.583  0.073
29 C -3.026 -2.231 -3.039  0.010
30 C -1.652 3.003 -1.101  0.004
31 C -5.224 -3.188 -2.949  0.012
32 C 2.611 3.905 3.469  0.008
33 C -2.252 -0.881 -1.166  0.059
34 C 1.920 3.030 0.279  0.107
35 C -2.967 -0.388 2.534  0.001
36 C -1.945 -3.340 2.435  0.003
37 H 2.958 0.487 2.869  0.000
38 H -3.864 -3.432 -4.596  0.000
39 H -6.404 -2.770 -1.201  0.000
40 H -1.946 -1.835 5.285  0.000
41 H 1.505 0.137 -4.908  0.000
42 H 5.440 -1.446 -5.487  0.000
43 H -2.918 0.462 3.213  0.000
44 H -1.998 -3.457 1.355  0.000
45 H -1.417 2.807 -2.147  0.000
46 H -1.643 2.147 1.526  0.004
47 H -3.861 -0.972 2.757  0.000
48 H -0.888 -0.422 5.028  0.000
49 H -5.998 -3.787 -3.411  0.001
50 H -2.997 -0.051 1.502  0.000
51 H 0.994 3.230 -1.659  -0.001
52 H -1.181 -4.003 2.839  0.000
53 H 5.628 -1.960 -3.064  0.000
54 H 3.417 4.011 4.194  0.001
55 H -2.534 2.431 -0.823  0.000
56 H -2.908 -3.565 2.893  0.001
57 H 3.930 1.424 3.999  0.000
58 H -2.089 -2.063 -3.553  0.000
59 H -1.890 4.065 -1.008  0.001
60 H 3.413 -0.390 -6.404  0.000
61 H 3.802 2.806 2.055  0.000
62 H 2.867 3.425 -0.068  0.004
63 H 0.341 1.692 2.927  0.000
64 H -0.210 -2.070 4.952  0.000
65 H 2.569 4.821 2.879  0.000
66 H -4.651 -1.389 -0.141  0.000
67 H 1.675 3.807 4.024  0.000
68 H 2.195 1.357 4.216  0.000

---

Record 5
The following is a DFT calculation (ωB97M-V/def2-TZVPD) of a single C9H6F5IO3 molecule.

total charge = 0
orbital gap = 9.1 eV
highest occupied orbital energy = -10.00 eV

Each line ends with the natural charge from an NBO analysis.
CARTESIAN COORDINATES (ANGSTROEM)
1 I -0.362 0.620 -3.813  0.253
2 F 2.318 -3.054 0.912  -0.312
3 F 1.906 -1.821 -0.819  -0.317
4 F 1.218 0.273 0.822  -0.328
5 F 3.441 -1.239 0.584  -0.297
6 F 1.620 -0.990 2.583  -0.321
7 O -0.877 2.444 1.247  -0.494
8 O -0.565 3.513 -0.713  -0.496
9 O 0.628 3.727 -2.629  -0.491
10 C -1.430 -0.162 -0.543  -0.451
11 C 2.241 -1.792 0.478  0.918
12 C -0.068 3.078 -1.918  0.738
13 C -0.820 2.377 0.064  0.766
14 C -0.920 1.210 -0.866  -0.087
15 C 1.185 -1.015 1.285  0.618
16 C -0.211 -1.624 1.185  -0.470
17 C -0.485 1.652 -2.054  -0.251
18 C -1.343 -0.631 0.924  -0.406
19 H -0.392 -2.121 2.139  0.249
20 H -0.866 -0.868 -1.160  0.233
21 H -0.191 -2.409 0.428  0.227
22 H -1.300 0.212 1.610  0.251
23 H -2.461 -0.219 -0.907  0.244
24 H -2.267 -1.162 1.159  0.222

---

Record 6
The following is a DFT calculation (ωB97M-V/def2-TZVPD) of a molecular structure, C35H41N3O3OsSi in a non-equilibrium geometry.

total charge = +2
spin multiplicity = 5
orbital gap (alpha / beta) = 8.0 / 5.8 eV
highest occupied orbital energy (alpha / beta) = -14.22 / -14.22 eV
<S²> = 6.020

Each line ends with the Löwdin spin population.
CARTESIAN COORDINATES (ANGSTROEM)
1 Os 0.706 -0.681 0.350  2.960
2 Si -1.071 1.614 -0.865  0.046
3 O 2.918 -3.699 1.633  0.028
4 O 2.265 -1.890 0.420  0.237
5 O 4.949 3.547 1.523  0.001
6 N 1.503 0.738 1.876  0.068
7 N 0.408 -0.720 -1.740  0.065
8 N 5.861 1.509 1.850  0.000
9 C -1.264 -2.124 2.947  0.009
10 C -4.954 1.458 -3.369  0.000
11 C 2.687 2.838 3.063  0.014
12 C -2.680 2.161 -3.123  0.003
13 C 1.866 -2.599 -2.627  0.001
14 C 0.089 -4.902 -0.059  0.002
15 C 0.537 5.798 0.456  0.001
16 C -2.614 1.698 -1.788  0.015
17 C 2.845 0.858 1.730  0.022
18 C 0.714 -3.242 -3.452  0.001
19 C 1.001 3.561 -0.087  0.001
20 C -3.598 -2.585 2.457  0.006
21 C 1.013 -1.594 3.662  0.009
22 C 1.468 4.755 0.304  0.000
23 C 1.667 -1.106 -2.492  0.018
24 C -0.707 -1.684 -2.144  0.024
25 C 4.850 2.398 1.940  0.000
26 C -0.769 5.588 0.235  0.000
27 C -3.770 1.120 -1.298  0.001
28 C -2.183 -2.832 2.251  0.031
29 C -1.709 -3.713 1.213  0.028
30 C 1.355 2.625 3.273  0.004
31 C -3.807 1.997 -3.909  0.002
32 C -1.241 4.323 -0.144  0.002
33 C 0.607 -3.001 1.609  0.071
34 C -1.182 0.175 0.409  0.099
35 C -0.463 -2.226 -3.499  0.006
36 C 3.468 1.945 2.335  0.002
37 C 0.187 0.726 -2.013  0.039
38 C 2.076 -2.953 1.244  0.012
39 C -0.361 -3.878 0.960  0.025
40 C 0.778 1.587 2.636  0.016
41 C -0.382 3.282 -0.274  0.002
42 C 0.101 -2.197 2.712  0.055
43 C -4.904 1.005 -2.091  0.000
44 H -1.492 0.373 1.444  0.014
45 H 2.035 -1.438 3.350  0.000
46 H 1.017 -3.298 -4.504  0.000
47 H -4.238 -3.396 2.170  0.000
48 H -3.909 0.623 -0.313  0.000
49 H -1.637 -1.100 -2.050  0.001
50 H 1.110 -5.192 0.265  0.000
51 H 1.731 2.775 -0.221  0.001
52 H 5.953 0.777 2.552  0.000
53 H -3.917 -1.819 1.767  0.003
54 H 0.791 3.351 3.820  0.000
55 H 1.741 -3.047 -1.640  0.000
56 H -0.285 1.374 2.696  0.001
57 H 0.556 -0.694 3.969  0.001
58 H 2.506 -0.688 -1.880  0.004
59 H -0.136 -1.390 -4.092  0.000
60 H 2.859 -2.862 -2.874  0.000
61 H 1.020 -2.338 4.422  0.003
62 H -2.464 -4.394 0.807  0.001
63 H 3.344 0.000 1.282  0.002
64 H -3.902 -2.319 3.481  0.001
65 H -5.817 1.208 -3.982  0.000
66 H -1.355 -2.657 -3.844  0.001
67 H 2.573 5.004 0.216  0.000
68 H -1.787 -0.636 -0.008  0.018
69 H 0.423 -4.228 -3.040  0.000
70 H -0.799 -2.452 -1.342  0.006
71 H 1.055 1.321 -2.001  0.002
72 H -1.821 2.559 -3.573  0.000
73 H 0.037 -4.483 -1.083  0.001
74 H -3.826 2.439 -4.872  0.000
75 H -2.336 4.140 -0.254  0.000
76 H -0.250 0.873 -2.970  0.008
77 H -1.377 6.471 0.277  0.000
78 H -5.832 0.622 -1.668  0.000
79 H -1.620 -1.451 3.671  0.000
80 H 6.669 1.938 1.425  0.000
81 H 1.737 -0.557 -3.448  0.002
82 H -0.570 -5.795 -0.065  0.000
83 H 3.109 3.849 3.271  0.000
84 H 0.848 6.858 0.723  0.000

---

Going through the records in order, we get molar mass values of 453.630; 465.522; 89.074; 755.460; 384.038; 770.047 g mol⁻¹.